Formula: C4H10O
Source: the OMol25 dataset
Level of theory: ωB97M-V/def2-TZVPD

Each line ends with the Mulliken charge.
Cartesian coordinates (Å):
O -1.66743 0.30667 -1.35760  -0.35
C -2.82415 0.25859 -1.04137  -0.11
H -3.23405 1.05791 -0.34212  0.19
H -3.58097 -0.07856 -1.77290  0.25
C 1.08632 -1.12359 -0.06888  -0.85
C 1.87666 0.06327 0.42466  -0.16
C 1.37726 0.59889 1.79563  -1.07
H 0.02150 -0.92859 -0.34764  0.07
H 1.54085 -1.80170 -0.82172  0.31
H 0.94095 -1.76053 0.83828  0.27
H 2.89198 -0.33412 0.56719  0.27
H 1.91882 0.88056 -0.33749  0.27
H 0.34300 0.91928 1.76214  0.29
H 2.14421 1.34251 2.04533  0.30
H 1.37656 -0.18269 2.54792  0.32

Forces on atoms 1 to 6 (eV/Å):
0.2173 -0.8540 0.5299
-0.6073 3.2947 -1.3932
0.3239 -1.2955 0.3705
-0.0392 -1.0765 0.4529
-1.6727 -1.4895 0.8244
0.0752 0.0700 -0.2925

- Calculated total energy: -233.57995 a.u.
- E_LUMO: 0.015 Ha
- HOMO-LUMO gap: 0.3931 hartree
- SMILES string: C=O.CCC
- HOMO energy: -10.30 eV

---

Formula: C4H4ClNS2
Source: the OMol25 dataset
Level of theory: ωB97M-V/def2-TZVPD

Each line ends with the Mulliken charge.
Cartesian coordinates (Å):
C -2.07803 -2.79262 -0.81218  -0.14
C -4.48960 -2.37017 -0.81356  0.08
C -1.88882 -0.04995 -0.21566  -0.11
C 0.55837 1.38231 0.26365  -0.90
N -3.28891 -2.50618 -1.00793  -0.13
S -0.97615 -1.48963 -0.29236  -0.06
S -1.26320 1.38204 0.08581  0.03
Cl -5.53161 -1.56948 -1.79611  -0.08
H -1.53894 -3.67068 -0.72637  0.37
H 0.97352 2.28044 -0.04017  0.36
H 0.89859 0.54372 -0.26454  0.27
H 0.87617 1.40836 1.30710  0.30

Forces on atoms 1 to 6 (eV/Å):
-0.4715 3.3466 0.4490
0.3114 0.0581 1.6566
-0.0492 -2.3767 -0.3855
-1.1482 -0.4652 1.8775
0.5626 -1.5815 -0.0740
0.1375 1.1234 0.2521

- Calculated total energy: -1465.95314 a.u.
- E_LUMO (alpha / beta): -0.013 / -0.013 Ha
- HOMO-LUMO gap (alpha / beta): 0.2743 / 0.2744 hartree
- HOMO energy (alpha / beta): -7.83 / -7.83 eV

---

Formula: C2H7N
Source: the OMol25 dataset
Level of theory: ωB97M-V/def2-TZVPD

Each line ends with the Mulliken charge.
Cartesian coordinates (Å):
C 2.74476 -1.21323 2.52258  -0.96
H 3.63332 -1.13168 3.13016  0.24
H 1.98273 -1.00005 3.29184  0.25
H 2.43979 -2.25604 2.38310  0.24
H 2.72700 -0.74302 1.55358  0.22
C -2.78856 0.95758 -2.43536  -0.21
N -2.75611 2.21640 -2.44917  -0.47
H -3.18830 0.45018 -1.55071  0.23
H -2.52631 0.18275 -3.16183  0.22
H -2.26832 2.53711 -3.28419  0.24

Forces on atoms 1 to 6 (eV/Å):
-1.2439 -1.4519 1.5268
0.7212 -0.1089 -0.5797
-0.2205 1.0993 -0.8698
0.8223 -0.2080 -0.2837
-0.0792 0.6695 0.2063
-0.7432 -1.0294 1.0526

- Calculated total energy: -135.09891 a.u.
- E_LUMO: 0.041 Ha
- HOMO-LUMO gap: 0.4188 hartree
- SMILES string: C=N.C
- HOMO energy: -10.28 eV

---

Formula: C5H15NO3
Source: the OMol25 dataset
Level of theory: ωB97M-V/def2-TZVPD

Each line ends with the Mulliken charge.
Cartesian coordinates (Å):
C -1.59794 1.58460 -0.44957  -1.00
N -0.82948 0.35777 -1.04672  -0.17
C 0.44686 0.33638 -0.34271  -0.18
C 0.54427 -0.66602 0.83669  -0.60
C 0.82779 -0.18649 2.24476  -0.33
O -0.08464 -0.88806 3.01959  -0.56
C 1.76101 0.14973 -1.31302  -0.44
O 1.45819 0.45158 -2.65169  -0.56
H -1.72714 1.51909 0.60579  0.32
H -0.91887 2.40818 -0.52771  0.41
H -2.55763 1.90392 -0.99833  0.29
H -0.74061 0.45405 -2.01037  0.27
H 0.74572 1.24072 0.11521  0.20
H -0.33683 -1.28098 0.81241  0.21
H 1.07487 -1.52762 0.43533  0.38
H 1.83272 -0.51901 2.39058  0.26
H 0.41388 0.82047 2.43526  0.31
H -0.07397 -1.81173 2.72509  0.32
H 2.72660 0.76913 -0.77660  0.24
H 1.99341 -0.93866 -1.32284  0.30
H 1.53194 1.48814 -2.84861  0.34
H -2.63948 -1.32364 -0.33053  0.32
H -1.50967 -2.13299 -0.70443  0.35
O -2.34099 -2.20855 -0.29760  -0.67

Forces on atoms 1 to 6 (eV/Å):
-0.0010 -0.6105 -2.5105
-1.3483 1.4343 3.6931
2.4780 -1.2012 -0.6878
-0.7937 -0.2897 -2.8163
-1.7503 -0.6120 -1.6505
-0.5804 -1.6913 1.9062

- Calculated total energy: -479.85516 a.u.
- E_LUMO: 0.018 Ha
- HOMO-LUMO gap: 0.3602 hartree
- SMILES string: CN[C@H](CO)CCO.O
- HOMO energy: -9.31 eV

---

Relative energy (zero: lowest compared OMol25 entry of this formula, charge and spin) (kcal/mol)
40.8 103.1 28.9 98.2